No. 1
The ion C7H9ClFO2 with charge -1 in a non-equilibrium geometry. Source: the OMol25 dataset; level of theory: ωB97M-V/def2-TZVPD.

Last column: Löwdin charge in e.
Atoms and positions in Å:
C  -0.88381  0.41478  -0.56352  0.0496
O  -2.96451  1.00793  -1.06981  -0.0913
H  0.35830  -1.86763  -1.08749  0.0570
C  0.07823  -1.89456  -0.04720  -0.4996
H  -1.07915  0.04323  -1.58755  0.0976
O  -2.03617  2.46860  0.38372  -0.0392
H  0.78764  -2.54411  0.52542  0.0854
H  2.28568  1.67740  -1.24295  0.0527
H  -1.43076  -0.64507  1.91697  0.0076
C  2.13168  0.64097  -1.22055  -0.0586
F  1.48023  1.54543  0.74593  -0.0218
C  0.04924  -0.37448  0.35674  -0.5272
C  -2.08233  1.43211  -0.26736  -0.7237
C  -0.48707  -0.30126  1.82346  -0.0669
C  1.40133  0.34643  0.07220  -0.1760
H  3.08757  0.22337  -1.29337  0.0355
H  0.14246  -0.72489  2.55802  0.0651
H  1.57217  0.36275  -2.16855  0.0976
Cl  -1.59446  -2.55969  0.12858  0.5575
H  -0.81623  0.74869  2.03731  0.0987

Computed properties:
gap between HOMO and LUMO (spin up / spin down): 0.281 / 0.254 Ha
charge: -1
HOMO (spin up / spin down): -4.28 / -3.62 eV

No. 2
A cluster of 2 separate species, C7H9ClN2 in total in a non-equilibrium geometry. Source: the OMol25 dataset; level of theory: ωB97M-V/def2-TZVPD.

Last column: Löwdin charge in e.
Atoms and positions in Å:
H  -2.71768  0.07602  -0.58151  0.0786
C  -0.06637  -0.19872  -1.54227  -0.0115
H  1.02990  0.04680  1.62410  0.1088
H  2.78935  -1.92532  -1.95281  0.0965
N  -2.39006  0.70173  0.08502  0.1520
H  -3.16833  1.16586  0.75311  0.0564
N  -0.96811  1.42507  1.73776  0.1173
H  -0.91200  0.19041  -2.10632  0.1092
C  0.08821  0.10554  -0.14617  -0.1535
C  1.18250  -0.20685  0.57897  -0.0665
H  3.17425  -1.12721  0.57880  0.1234
H  1.01441  -1.07991  -3.19914  0.1184
H  -0.07441  1.69579  2.20518  0.1432
C  -1.12398  0.78321  0.57708  -0.2758
C  2.09350  -1.35690  -1.37167  -0.0630
C  2.23251  -0.92011  -0.00885  -0.0364
C  0.97680  -0.95680  -2.09344  -0.0941
H  -1.88590  1.51624  2.26388  -0.1501
Cl  -3.60954  1.58964  2.91863  -0.2530

Computed properties:
gap between HOMO and LUMO: 0.301 Ha
HOMO: -8.63 eV

No. 3
A cluster of 2 separate species, C7H9ClN3O in total in a non-equilibrium geometry. Source: the OMol25 dataset; level of theory: ωB97M-V/def2-TZVPD.

Last column: Löwdin charge in e.
Atoms and positions in Å:
C  0.35667  2.48378  0.37710  -0.0254
H  0.77325  -2.83828  -3.02033  0.1073
O  -0.25925  -1.50177  -1.86025  0.0133
H  -1.22686  0.85350  -1.77117  0.1678
C  -1.07951  0.66599  0.44242  0.0208
Cl  1.55333  2.44346  -2.04257  0.7768
N  3.28284  4.00271  3.21064  0.0407
C  0.31969  -2.83552  -2.05121  0.0711
H  -1.99963  0.14857  0.86310  0.1501
H  -0.43318  -3.53833  -1.95318  0.0840
N  2.67832  3.10571  2.97735  0.0069
C  -0.48802  1.65627  1.19891  -0.3405
H  0.86678  3.39261  0.71196  0.1225
H  -1.44907  1.35710  3.05872  0.1813
C  -0.50730  0.76200  -0.97852  -0.2569
H  1.14454  -0.65029  -0.69876  0.1665
H  1.07491  -2.93612  -1.24837  0.1190
C  0.48849  1.92872  -0.84134  -0.6425
C  0.17819  -0.51077  -1.16159  0.0099
N  -0.94372  2.05766  2.39117  0.1540
H  -0.51634  2.75089  2.91725  0.0734

Computed properties:
gap between HOMO and LUMO: 0.274 Ha
charge: +1
HOMO: -12.06 eV

No. 4
A cluster of 2 separate species, C7H9ClNS in total in a non-equilibrium geometry. Source: the OMol25 dataset; level of theory: ωB97M-V/def2-TZVPD.

Last column: Löwdin charge in e.
Atoms and positions in Å:
H  -1.64506  2.15597  -0.94167  0.1508
C  0.17490  1.70583  1.51317  -0.4590
H  -0.54810  -0.08224  -2.76435  0.1587
H  1.88254  -3.84975  0.59710  0.1024
C  -1.39311  -0.21317  -0.91647  -0.4820
S  -2.50924  -1.09933  -0.36029  1.1035
C  0.45624  1.16875  0.31159  -0.1776
H  -0.73087  2.45840  -2.66220  0.1498
H  0.99968  0.14964  0.54174  0.1355
C  -0.73146  0.50382  -1.91159  -0.2202
C  1.26501  -3.23729  1.39353  -0.1641
H  1.87226  -2.77394  2.19989  0.0716
C  -0.94086  1.93451  -1.74663  -0.0451
C  0.29226  1.49806  -1.12593  -0.1461
Cl  0.82472  0.99234  3.00493  0.6198
H  1.24423  1.39435  -1.67691  0.1693
H  -0.10755  2.63440  1.77442  0.0232
N  0.09082  -2.98184  1.11107  -0.0096
H  -0.49641  -2.35853  1.65860  0.0191

Computed properties:
gap between HOMO and LUMO: 0.244 Ha
charge: +1
HOMO: -12.65 eV

No. 5
An isolated molecule of C7H9F in a non-equilibrium geometry. Source: the OMol25 dataset; level of theory: ωB97M-V/def2-TZVPD.

Last column: Löwdin charge in e.
Atoms and positions in Å:
H  1.58343  1.81528  2.09227  0.1743
H  -1.29219  -1.89534  -0.59723  0.1159
C  0.05109  -0.38854  0.01245  -0.1261
C  -0.17126  -1.80644  -0.70342  -0.1006
C  -1.18377  1.28706  -1.76553  -0.0837
C  -0.06783  1.88619  0.34910  -0.1342
H  -0.27437  2.95101  0.53798  0.1272
C  0.61827  1.32373  1.49707  -0.2349
H  -0.21120  1.41064  2.21437  0.1183
H  0.09694  -1.82452  -1.86166  0.1439
H  1.23560  -1.10311  1.81644  0.1357
C  0.74907  -0.18794  1.25331  -0.0234
H  -2.34930  0.92759  -1.70369  0.1289
H  -1.21502  2.42898  -1.95759  0.0993
C  -0.43146  0.98375  -0.53497  -0.2960
F  0.62763  -2.67978  0.15592  -0.1178
H  -0.60727  0.82056  -2.59222  0.0733

Computed properties:
SMILES string: CC1=CCC=C1CF
gap between HOMO and LUMO: 0.346 Ha
HOMO: -8.44 eV